[1]
31
Properties=species:S:1:pos:R:3:forces:R:3 method="wB97M-V/def2-TZVPD" gap_ha=0.168 de_lowest_kcal_mol=13.31 charge=-2 fmax_ha_per_bohr=0.00680 homo_ev=-0.77
Sr -0.8839 0.9242 -1.8317 -0.109 0.173 -0.213
Se -4.6273 5.1865 -0.6475 0.039 0.066 0.019
Sb -2.4317 4.1695 -0.9372 -0.058 -0.127 0.000
Se -2.2271 2.1597 0.5978 0.038 -0.077 -0.089
Se -2.2743 3.1524 -3.2519 0.043 0.007 0.059
Se -0.4417 5.5536 -0.5780 0.054 -0.041 -0.003
C 3.0946 1.3046 0.9208 0.074 -0.058 -0.039
C 2.9147 0.4993 2.0290 -0.032 -0.010 -0.010
C 1.8276 -0.3584 2.0695 -0.018 0.084 -0.045
C 0.9380 -0.3785 0.9999 -0.036 -0.016 0.120
N 1.1285 0.3917 -0.0739 -0.065 -0.233 -0.039
C 2.1793 1.1950 -0.1132 -0.012 0.348 0.033
C -0.2972 -1.2229 1.0147 0.153 0.047 0.112
C -0.5634 -2.1228 2.0437 -0.076 0.014 -0.052
C -1.7467 -2.8403 2.0153 0.020 0.022 0.004
C -2.6232 -2.6485 0.9626 0.003 -0.066 -0.067
C -2.2639 -1.7486 -0.0281 -0.240 -0.006 0.057
N -1.1425 -1.0498 0.0029 0.218 -0.049 -0.067
H 3.9099 2.0103 0.8504 0.000 -0.003 0.007
H 3.5995 0.5490 2.8660 0.002 0.000 0.009
H 1.6602 -0.9678 2.9433 -0.005 -0.029 0.023
H 2.2605 1.8246 -0.9920 0.087 -0.015 -0.016
H 0.1250 -2.2576 2.8630 0.036 -0.009 0.009
H -1.9801 -3.5353 2.8122 -0.008 0.002 0.000
H -3.5631 -3.1792 0.8997 0.002 0.003 0.008
H -2.9184 -1.5583 -0.8707 -0.013 -0.041 -0.011
O 0.6253 -1.7759 -3.3298 -0.260 -0.074 0.003
O -0.6107 -0.9983 -3.3308 -0.029 -0.051 0.062
F 2.9186 -1.5895 -3.3967 0.121 0.005 -0.037
B 1.7032 -1.0159 -3.3194 0.078 0.143 0.143
F 1.7103 0.3271 -3.1898 -0.007 -0.006 0.020



[2]
39
Properties=species:S:1:pos:R:3:forces:R:3 method="wB97M-V/def2-TZVPD" gap_ha=0.181 de_lowest_kcal_mol=56.72 charge=+2 fmax_ha_per_bohr=0.02907 homo_ev=-14.76
W -0.2846 -0.7875 0.8017 -0.570 -0.102 0.304
F 4.1273 1.1981 2.8380 0.094 0.004 0.136
C 3.4679 0.9976 1.7292 -0.008 -0.062 0.044
F 4.2111 1.1950 0.6755 0.058 0.010 -0.154
F 2.3788 1.7483 1.6872 -0.129 0.055 0.021
S 2.9123 -0.7953 1.7019 -0.055 0.012 -0.177
O 1.7228 -0.7405 0.7508 0.275 0.162 0.330
O 3.9567 -1.6276 1.2741 0.077 -0.086 0.084
N 2.3402 -1.1512 3.1229 -0.017 0.117 -0.003
S 1.0564 -0.5768 3.7511 0.131 -0.125 0.100
O 1.0197 0.7403 4.2497 -0.104 0.037 0.015
O -0.1200 -0.8183 2.7008 -0.005 -0.163 0.010
C 0.6055 -1.8600 5.0548 -0.043 -0.028 0.011
F -0.5543 -1.4867 5.5415 0.070 -0.031 -0.024
F 1.5510 -1.8289 5.9536 -0.064 -0.008 -0.062
F 0.5258 -3.0267 4.4591 0.009 0.075 0.046
N -4.3020 -1.4270 -1.2027 -0.033 0.044 -0.050
C -4.0815 -0.5594 -0.2395 0.433 0.050 -0.580
N -4.8991 0.4328 0.0253 -0.016 -0.010 0.010
S -2.6769 -0.7341 0.7730 -0.591 0.098 1.370
H -5.0968 -1.3449 -1.8234 -0.022 -0.040 0.034
H -3.6851 -2.2136 -1.3327 -0.004 -0.002 0.013
H -5.7743 0.5490 -0.4691 -0.022 -0.026 0.041
H -4.6748 1.0998 0.7485 0.013 -0.009 0.002
Cl 1.1880 -0.0391 -6.3736 -0.002 0.007 0.009
C 0.8404 0.5101 -4.7904 0.004 -0.006 -0.037
C 0.6343 -0.4233 -3.7768 -0.007 -0.004 0.012
C 0.3572 0.0315 -2.5065 0.013 0.017 0.119
C 0.2820 1.3950 -2.2322 0.014 -0.068 0.013
C 0.4925 2.3198 -3.2592 -0.001 0.023 0.011
C 0.7709 1.8767 -4.5354 0.004 0.015 -0.027
C -0.0079 1.9318 -0.9086 -0.082 0.239 -0.055
O -0.1178 3.0399 -0.5368 0.016 -0.044 0.064
O -0.2149 0.9024 0.1343 0.291 -0.314 -0.818
H 0.7020 -1.4796 -3.9944 0.006 0.000 0.002
H 0.2152 -0.6925 -1.7120 0.052 -0.114 -0.289
H 0.4364 3.3786 -3.0457 0.003 -0.001 0.003
H 0.9378 2.5799 -5.3390 0.002 -0.002 0.000
O -0.2421 -2.3136 0.1051 0.211 0.281 -0.527



[3]
23
Properties=species:S:1:pos:R:3:forces:R:3 method="wB97M-V/def2-TZVPD" gap_ha="0.243 / 0.243" de_lowest_kcal_mol=29.42 fmax_ha_per_bohr=0.10470 homo_ev="-7.94 / -7.94"
C -2.8164 -1.5925 -0.3305 -0.116 -0.142 0.004
C -3.2564 -0.3703 -0.8313 0.209 -0.045 -0.025
C -1.4751 -1.8048 -0.1306 0.262 0.108 -0.069
C -2.3568 0.6534 -1.0441 0.011 -0.022 -0.077
C -0.5269 -0.7864 -0.3723 -1.056 -0.350 -0.002
C -1.0008 0.4858 -0.7838 0.678 -0.091 0.240
C 0.8473 -1.0810 -0.1909 4.180 3.376 0.333
C 2.0698 0.5561 -0.0923 -3.383 -3.764 -0.399
C 3.4109 0.4555 0.1136 1.033 0.202 -0.174
C 0.9213 2.0021 1.4939 -0.167 0.230 0.197
N 1.2718 1.6284 0.1360 -0.513 0.350 -0.713
O 4.2953 1.2588 0.1585 -0.246 -0.001 0.238
O 1.3340 -2.2590 -0.3054 -0.852 0.105 0.055
S 0.0608 1.8651 -1.0467 0.315 0.152 0.205
Cl 4.0120 -1.3551 0.1993 0.024 -0.291 0.012
H -3.5263 -2.3773 -0.1180 -0.037 -0.075 -0.013
H -4.3022 -0.2187 -1.0500 -0.107 0.038 0.034
H -1.1101 -2.7565 0.2233 -0.024 -0.122 0.038
H -2.6968 1.6048 -1.4175 -0.088 0.209 0.017
H 1.8159 1.9482 2.1120 0.006 -0.008 -0.041
H 0.5533 3.0288 1.4824 0.008 -0.064 0.116
H 0.1493 1.3487 1.9154 0.027 -0.067 0.018
H 2.3262 -2.2341 -0.1212 -0.164 0.271 0.006



[4]
22
Properties=species:S:1:pos:R:3:forces:R:3 method="wB97M-V/def2-TZVPD" gap_ha="0.269 / 0.302" de_lowest_kcal_mol=25.85 fmax_ha_per_bohr=0.07830 homo_ev="-7.46 / -8.93"
C 2.2887 -0.6903 0.8563 -2.697 1.071 -2.790
C 1.6481 0.5087 0.9601 -2.296 1.618 1.158
C 1.8379 -1.4756 -0.2244 1.317 -0.678 1.064
C 0.4603 0.8531 0.2874 1.561 -1.185 -0.971
C 0.7855 -1.1401 -0.9996 -1.919 -0.886 -1.813
C -0.0333 -0.0093 -0.6822 1.804 -1.931 -0.147
C -2.1654 1.2746 -0.8380 -1.152 2.654 -1.433
C -3.1196 -0.6506 0.4460 -0.606 -0.540 0.668
C -1.2872 0.1276 -1.2133 -1.146 1.592 0.237
C -2.8856 0.8777 0.4029 -1.330 -1.822 0.994
F -3.8209 -1.3899 -0.4362 0.181 1.094 -0.874
F -1.7635 -0.6603 -2.1624 0.092 -0.393 -0.557
F -2.1243 1.0811 1.4910 1.448 -0.097 0.720
F -3.9973 1.5925 0.7787 -0.571 0.166 -1.257
H 3.2080 -0.8226 1.2632 2.294 -0.845 1.668
H 1.7868 1.1897 1.7680 1.173 0.546 0.429
H 2.4098 -2.3798 -0.2927 -0.036 -0.522 -0.951
H 0.0355 1.8066 0.1870 -0.224 1.330 1.285
H 0.4284 -1.7370 -1.9062 0.802 0.519 1.584
H -1.6524 2.2773 -0.6242 -0.376 -1.539 -0.334
H -2.9189 1.5782 -1.6472 0.963 -0.895 0.956
H -3.3387 -1.1541 1.3892 0.718 0.743 0.363